Record 1
Entry from the Open Molecules 2025 dataset: a cluster of 2 separate species, C4H8N2O in total (ωB97M-V/def2-TZVPD).

* LUMO: 0.46 eV
* charge: 0
* structure (SMILES): Cc1c[nH]cn1.O
* energy above the lowest of the compared OMol25 structures with the same formula, charge and spin: 39.2 kcal/mol
* multiplicity: 1
* Kohn-Sham gap: 9.3 eV
* largest force on an atom: 0.0630 Eh/bohr

CARTESIAN COORDINATES (ANGSTROEM)
C (-2.66972, -1.01906, -0.85189)
C (-1.40651, -0.19827, -0.89372)
C (-0.97173, 1.09658, -0.90734)
N (0.38061, 1.03689, -0.71264)
C (0.76719, -0.25428, -0.50331)
N (-0.31521, -1.00997, -0.52329)
H (-3.50095, -0.30950, -0.74421)
H (-2.69348, -1.74354, -1.65593)
H (-2.72217, -1.53009, 0.12230)
H (-1.28020, 1.97660, -1.45158)
H (1.04056, 1.79714, -0.70109)
H (1.76260, -0.64990, -0.47335)
O (4.02050, -0.09033, 3.25639)
H (3.94799, 0.80004, 3.65946)
H (3.64051, 0.09770, 2.38019)

Atomic forces in eV per Å
C -0.434 1.816 1.005
C 1.327 -2.163 2.014
C -0.011 0.204 -1.505
N 2.031 -0.291 0.280
C -2.506 -0.049 -0.241
N 0.638 0.333 -0.834
H -0.321 -0.460 -0.920
H -0.405 0.114 -0.151
H 0.450 -0.129 -0.462
H -0.753 0.104 0.586
H -0.352 0.203 -0.186
H 0.338 0.323 0.401
O -0.412 1.278 -0.320
H 0.205 -0.817 0.023
H 0.203 -0.465 0.309

Record 2
Entry from the Open Molecules 2025 dataset: a cluster of 2 separate species, C3H11N3O in total (ωB97M-V/def2-TZVPD).

* LUMO: 0.98 eV
* charge: 0
* structure (SMILES): N/C=C/N.NCO
* energy above the lowest of the compared OMol25 structures with the same formula, charge and spin: 47.0 kcal/mol
* multiplicity: 1
* Kohn-Sham gap: 8.6 eV
* largest force on an atom: 0.0248 Eh/bohr

CARTESIAN COORDINATES (ANGSTROEM)
N (0.35694, 2.11591, 0.71529)
C (-0.65474, 1.41688, -0.00859)
C (-1.69686, 0.85268, 0.59967)
N (-2.69845, 0.12330, -0.05935)
H (0.76118, 2.86507, 0.17128)
H (0.01619, 2.45350, 1.60426)
H (-0.65398, 1.45008, -1.08834)
H (-1.85624, 1.02792, 1.65878)
H (-2.39491, -0.24931, -0.94421)
H (-3.13880, -0.59213, 0.48994)
N (0.85289, -2.23860, -0.74448)
C (1.98462, -1.45061, -0.23597)
O (1.56644, -0.54288, 0.72043)
H (0.18706, -1.57120, -1.10414)
H (1.14137, -2.82518, -1.52012)
H (2.65752, -2.13650, 0.28054)
H (2.54892, -0.92205, -1.02178)
H (1.02085, 0.22312, 0.48681)

Atomic forces in eV per Å
N -0.045 -0.066 -0.634
C -0.935 0.501 0.509
C 0.009 -0.028 -0.172
N -0.044 0.316 -0.070
H -0.034 0.074 0.183
H 0.128 0.067 0.005
H 0.564 -0.162 -0.151
H 0.043 -0.303 0.035
H -0.057 -0.074 -0.067
H 0.035 -0.108 0.160
N 0.256 0.223 0.110
C -0.221 0.123 -0.218
O 0.163 -0.137 1.257
H -0.310 0.018 -0.211
H 0.039 0.008 0.000
H 0.084 0.031 -0.096
H -0.068 -0.159 -0.116
H 0.395 -0.324 -0.526

Record 3
Entry from the Open Molecules 2025 dataset: a structure of composition C10H24DyIO2P2 (ωB97M-V/def2-TZVPD).

* LUMO (alpha / beta): -7.64 / -7.51 eV
* expectation value of S²: 9.36
* charge: +2
* energy above the lowest of the compared OMol25 structures with the same formula, charge and spin: 0.0 kcal/mol
* multiplicity: 6
* Kohn-Sham gap (alpha / beta): 7.0 / 7.2 eV
* largest force on an atom: 0.0709 Eh/bohr

CARTESIAN COORDINATES (ANGSTROEM)
C (0.36658, -0.07901, -4.55321)
I (-0.92044, -0.39468, -2.78092)
H (1.39350, 0.03707, -4.20633)
H (0.00375, 0.81698, -5.06905)
H (0.25556, -0.95610, -5.20245)
Dy (0.74991, -0.03782, -0.32869)
P (0.27867, 2.70200, -0.03481)
C (-1.34392, 3.49209, -0.30912)
C (0.78341, 3.66921, 1.43305)
H (0.81374, 4.73348, 1.16367)
H (1.11184, 4.63931, -1.23359)
H (1.77733, 3.35222, 1.77280)
H (2.31885, 3.31029, -1.22085)
H (-2.01249, 3.27299, 0.53384)
H (0.06927, 3.52078, 2.25064)
C (1.25351, 3.55536, -1.33358)
H (-1.19409, 4.57954, -0.38645)
H (0.91802, 3.22471, -2.32263)
H (-1.79022, 3.11342, -1.23669)
P (0.29651, -2.72933, 0.31955)
C (-1.30904, -3.59512, 0.19226)
C (1.27749, -3.74758, -0.85098)
H (1.82221, -3.03329, 2.19073)
H (0.90198, -4.52616, 1.82298)
H (0.12410, -3.17750, 2.70715)
C (0.83865, -3.43427, 1.91733)
H (2.33620, -3.45304, -0.79679)
H (1.17283, -4.80698, -0.57661)
H (-1.12712, -4.67752, 0.28063)
H (-1.77647, -3.37482, -0.77521)
H (0.91453, -3.58432, -1.87263)
H (-1.97380, -3.26559, 1.00194)
C (-1.59137, -0.14970, 0.10396)
O (-2.74573, -0.20608, 0.26519)
C (-1.04329, 0.22946, 3.10288)
C (-0.17094, 0.18353, 1.93100)
O (1.09184, 0.06855, 1.89284)
H (-2.08656, 0.19099, 2.76455)
H (-0.90916, 1.16800, 3.66887)
H (-0.87564, -0.63111, 3.77475)

Atomic forces in eV per Å
C -0.332 -0.172 -0.276
I 0.683 0.184 -1.720
H -0.262 -0.040 0.006
H 0.029 -0.255 0.367
H -0.004 0.242 0.394
Dy -0.928 0.448 1.477
P -0.368 2.017 -0.146
C -0.316 -0.413 -0.159
C 0.420 -0.504 0.324
H -0.055 -0.309 0.043
H 0.081 -0.283 -0.095
H -0.201 0.173 0.032
H -0.185 0.206 -0.102
H 0.086 0.076 -0.262
H 0.150 0.035 -0.137
C 0.248 -0.407 -0.058
H -0.061 -0.366 0.039
H 0.079 0.165 0.068
H -0.049 0.177 0.207
P -0.531 -2.045 0.299
C -0.241 0.343 -0.173
C 0.266 0.436 -0.103
H -0.182 -0.174 0.073
H -0.051 0.290 0.014
H 0.147 -0.045 -0.133
C 0.398 0.486 0.180
H -0.209 -0.255 -0.089
H 0.075 0.325 -0.141
H -0.101 0.387 -0.025
H -0.030 -0.149 0.226
H 0.105 -0.150 0.143
H 0.088 -0.128 -0.251
C -3.567 -0.441 -0.608
O 3.498 0.305 0.242
C -0.493 -0.047 0.446
C 2.259 -0.406 -1.594
O -1.007 0.195 1.535
H 0.196 0.062 0.173
H 0.168 -0.349 -0.093
H 0.199 0.386 -0.124

Record 4
Entry from the Open Molecules 2025 dataset: a structure of composition C35H36FN6O14Pd (ωB97M-V/def2-TZVPD).

* LUMO (alpha / beta): 0.37 / 0.31 eV
* expectation value of S²: 6.05
* charge: -1
* energy above the lowest of the compared OMol25 structures with the same formula, charge and spin: 47.3 kcal/mol
* multiplicity: 5
* Kohn-Sham gap (alpha / beta): 3.1 / 5.6 eV
* largest force on an atom: 0.0555 Eh/bohr

CARTESIAN COORDINATES (ANGSTROEM)
Pd (-0.40014, -0.17330, 1.05852)
C (-2.00845, 6.75247, -2.36741)
C (-2.36885, 5.60058, -3.30157)
C (-3.70527, 5.85395, -4.00246)
C (-3.89647, 4.81115, -5.09592)
C (-3.66865, 3.43144, -4.54154)
C (-4.18236, 2.33733, -5.23444)
C (-4.04958, 1.07238, -4.69761)
F (-4.56409, 0.02204, -5.37468)
C (-3.47465, 0.85745, -3.46713)
C (-2.96104, 1.94476, -2.74323)
C (-2.44341, 1.76673, -1.42271)
O (-2.54836, 0.51170, -0.93092)
C (-1.93307, 2.90358, -0.75928)
C (-1.94843, 4.11328, -1.38731)
N (-2.47171, 4.31391, -2.62569)
C (-3.02211, 3.24427, -3.31634)
C (-1.13533, 2.83554, 0.54806)
O (-1.27859, 3.71998, 1.37825)
O (-0.28465, 1.89959, 0.54286)
H (-2.12073, 7.68848, -2.90777)
H (-0.97785, 6.69000, -2.02969)
H (-2.66174, 6.78082, -1.49920)
H (-1.58398, 5.51277, -4.06882)
H (-3.71577, 6.85855, -4.42594)
H (-4.50457, 5.77528, -3.26084)
H (-3.20926, 5.01367, -5.92451)
H (-4.90806, 4.86877, -5.50570)
H (-4.69526, 2.47958, -6.17191)
H (-3.42692, -0.13374, -3.05325)
H (-1.51661, 4.96033, -0.88486)
C (7.40439, -1.60632, 0.60162)
C (6.62412, -2.17101, 1.78358)
N (5.30435, -1.57755, 1.93321)
C (4.16289, -2.41330, 1.60945)
C (4.03885, -2.66831, 0.11012)
C (5.25020, -0.33857, 2.46684)
O (6.25818, 0.27076, 2.80073)
C (3.90140, 0.27156, 2.68458)
C (3.61571, 0.85570, 3.91489)
C (2.38791, 1.46879, 4.10230)
C (1.46757, 1.44580, 3.06476)
N (1.73874, 0.88708, 1.89184)
C (2.92886, 0.35055, 1.69117)
H (8.39504, -2.05236, 0.56744)
H (7.51301, -0.53367, 0.72319)
H (6.89885, -1.80700, -0.33772)
H (7.18886, -1.96626, 2.69778)
H (6.50133, -3.24857, 1.67662)
H (3.24589, -1.95484, 1.97962)
H (4.28723, -3.36753, 2.13328)
H (4.03168, -1.73288, -0.44176)
H (3.11074, -3.19254, -0.09321)
H (4.86271, -3.27483, -0.25561)
H (4.35449, 0.82123, 4.70316)
H (2.13814, 1.93353, 5.04465)
H (0.48559, 1.89614, 3.15751)
H (3.10792, -0.02563, 0.69353)
O (1.09007, -6.97848, -2.59771)
N (0.62952, -7.00770, -1.46565)
O (0.34379, -8.04896, -0.88817)
C (0.39199, -5.77940, -0.79964)
C (0.61009, -4.57160, -1.45746)
C (0.28507, -3.35611, -0.84301)
C (-0.36881, -3.34305, 0.44662)
O (-0.89220, -2.32235, 0.94437)
C (-0.46461, -4.61615, 1.11469)
C (-0.09004, -5.80509, 0.50698)
N (-0.97891, -4.65835, 2.42503)
O (-0.68936, -5.64186, 3.10702)
O (-1.68711, -3.74848, 2.83923)
N (0.52930, -2.18336, -1.52610)
O (0.97442, -2.23683, -2.68672)
O (0.32100, -1.03146, -1.00456)
H (1.01088, -4.56101, -2.45757)
H (-0.22504, -6.74345, 1.02460)
C (-4.10797, 1.60374, 1.36413)
O (-2.77357, 1.10600, 1.31516)
C (-2.51472, 0.12621, 0.38407)
C (-3.30368, -1.16204, 0.53560)
H (-4.78689, 0.84174, 1.75527)
H (-4.44232, 1.93161, 0.37358)
H (-4.07512, 2.45795, 2.03481)
H (-4.37442, -0.96645, 0.42646)
H (-3.10233, -1.61388, 1.50762)
H (-3.00836, -1.86150, -0.24072)
C (0.04701, -1.72640, 4.97301)
C (-0.00940, -1.21467, 3.54195)
O (0.89066, -1.52782, 2.74080)
O (-0.95198, -0.44006, 3.24321)
H (0.61186, -2.65340, 5.01257)
H (-0.96648, -1.87742, 5.33203)
H (0.53900, -0.97324, 5.58795)

Atomic forces in eV per Å
Pd 1.903 -1.750 0.080
C 0.065 -0.281 -0.122
C -0.188 0.846 -0.309
C 0.214 -0.120 -0.198
C -0.053 0.238 0.074
C -0.438 -0.331 -0.752
C 0.408 0.606 0.478
C 0.031 -0.548 0.461
F 0.167 0.303 0.120
C -0.151 0.121 -0.345
C -0.219 0.021 -0.554
C 0.154 -0.786 1.003
O -0.291 2.252 -1.730
C 0.142 -0.874 0.476
C -0.494 -0.068 -0.950
N 0.385 -0.446 0.932
C 0.123 -0.588 0.446
C -0.026 0.123 -0.130
O -0.172 0.312 -0.076
O -0.187 -0.176 -0.246
H 0.001 0.035 -0.084
H 0.082 0.019 0.093
H -0.107 0.027 0.088
H -0.121 -0.016 0.109
H -0.014 -0.006 0.053
H -0.014 0.093 0.002
H 0.005 -0.035 0.062
H 0.069 -0.021 -0.002
H -0.071 0.000 -0.124
H 0.023 -0.174 0.069
H 0.026 0.060 0.069
C -0.112 -0.044 0.151
C 0.311 0.212 -0.018
N 0.154 -0.036 0.024
C -0.346 -0.199 -0.239
C -0.026 -0.012 0.312
C -0.241 -0.075 0.049
O 0.244 0.142 0.147
C -0.217 0.349 -0.058
C -0.061 -0.084 -0.198
C 0.027 -0.110 -0.039
C 0.121 0.261 0.072
N -0.201 -0.008 0.005
C 0.288 -0.028 0.205
H 0.148 -0.062 -0.041
H 0.036 0.127 -0.016
H -0.078 -0.038 -0.142
H -0.047 -0.110 -0.033
H -0.074 -0.011 0.049
H 0.134 -0.179 0.094
H -0.085 0.057 0.020
H -0.042 0.116 -0.113
H -0.146 -0.114 -0.104
H 0.128 -0.089 -0.102
H 0.065 0.032 0.022
H -0.041 0.041 0.039
H 0.006 -0.043 0.040
H -0.004 -0.188 -0.060
O 0.069 -0.022 -0.071
N 0.092 -0.640 -0.320
O 0.060 -0.187 -0.005
C -0.463 0.821 1.412
C 0.066 0.399 -0.290
C 0.161 -0.471 0.010
C -0.093 -0.273 -0.174
O -0.361 0.837 0.336
C 0.393 0.694 -1.121
C 0.149 -0.470 -0.571
N -0.374 -0.133 0.884
O -0.049 -0.035 0.163
O 0.036 -0.350 0.139
N -0.233 -0.762 0.495
O 0.403 -0.072 -0.998
O -0.120 1.785 0.572
H -0.015 0.057 0.012
H 0.020 0.094 -0.029
C -0.072 -0.094 0.047
O -0.331 0.079 -0.561
C -0.384 -0.782 1.542
C 0.211 0.327 -0.081
H -0.015 0.096 -0.030
H -0.083 -0.010 0.053
H -0.022 0.021 -0.011
H -0.108 0.102 0.007
H 0.012 0.074 -0.112
H 0.066 -0.042 0.036
C -0.073 0.003 -0.401
C 0.299 -0.380 0.758
O 0.140 -0.103 -0.441
O -0.584 0.721 -0.485
H 0.010 -0.034 0.037
H -0.028 -0.039 0.092
H 0.028 0.046 0.045

Record 5
Entry from the Open Molecules 2025 dataset: a cluster of 2 separate species, C3H5O3 in total (ωB97M-V/def2-TZVPD).

* LUMO: -6.53 eV
* charge: +1
* energy above the lowest of the compared OMol25 structures with the same formula, charge and spin: 7.4 kcal/mol
* multiplicity: 1
* Kohn-Sham gap: 10.0 eV
* largest force on an atom: 0.1055 Eh/bohr

CARTESIAN COORDINATES (ANGSTROEM)
C (0.02573, 1.00192, 1.72237)
C (2.09381, -1.09897, -2.06650)
C (-1.38180, -0.13630, 0.05476)
O (2.98474, -1.51694, -2.67747)
O (1.19922, -0.67558, -1.41404)
O (-1.07068, 0.66552, 1.20548)
H (1.06440, 0.45661, 1.64365)
H (-0.06535, 1.95003, 2.31485)
H (-2.28019, -0.79188, 0.25092)
H (-1.91968, 0.70418, -0.50423)
H (-0.65019, -0.55857, -0.52981)

Atomic forces in eV per Å
C 0.309 -0.315 -0.051
C -0.252 0.128 0.423
C -5.133 1.614 -0.705
O -0.967 0.448 0.541
O 1.438 -0.587 -1.032
O 2.075 0.683 1.282
H -2.184 0.817 -0.399
H 0.198 -1.099 -0.164
H 1.435 0.403 0.521
H 0.934 -1.227 0.064
H 2.147 -0.863 -0.481

Record 6
Entry from the Open Molecules 2025 dataset: a cluster of 2 separate species, C7H11N2OP in total (ωB97M-V/def2-TZVPD).

* LUMO: 0.28 eV
* charge: 0
* structure (SMILES): [H]/N=P(/Cc1ccccc1)=N/[H].O
* energy above the lowest of the compared OMol25 structures with the same formula, charge and spin: 68.9 kcal/mol
* multiplicity: 1
* Kohn-Sham gap: 9.8 eV
* largest force on an atom: 0.0528 Eh/bohr

CARTESIAN COORDINATES (ANGSTROEM)
H (-3.42734, -1.66841, 0.26628)
N (-2.48430, -1.90893, -0.04216)
P (-1.64817, -0.62675, -0.06163)
C (-0.16453, -0.73902, -1.23725)
C (1.09706, -0.16489, -0.56941)
C (2.12604, 0.19617, -1.38633)
C (3.32997, 0.56062, -0.83958)
C (3.45560, 0.71476, 0.50498)
C (2.42185, 0.32681, 1.38338)
C (1.29594, -0.16503, 0.81565)
N (-2.19120, 0.68994, 0.57580)
H (-1.72462, 1.52292, 0.22533)
H (-0.41954, -0.01823, -2.04379)
H (0.05431, -1.79385, -1.41842)
H (2.08051, 0.34735, -2.43111)
H (4.06044, 0.92021, -1.53723)
H (4.35788, 1.22294, 0.81607)
H (2.67641, 0.32117, 2.47678)
H (0.39328, -0.51046, 1.29544)
O (-5.45923, 0.06943, 0.92607)
H (-4.88893, 0.78982, 0.52232)
H (-4.94140, -0.08657, 1.75879)

Atomic forces in eV per Å
H -0.014 -0.322 0.254
N 0.143 -0.573 -0.298
P -0.542 0.478 -0.903
C -0.063 1.463 2.288
C -0.475 -0.674 -0.278
C 0.425 0.277 0.096
C -0.199 0.878 -0.473
C 0.325 0.179 0.883
C 2.362 0.150 1.000
C -1.931 -0.398 -1.060
N 0.838 0.054 -0.686
H 0.101 0.116 0.309
H -0.005 -1.194 -0.050
H -0.667 0.243 -0.691
H -0.634 -0.457 -1.109
H 0.627 0.029 0.059
H 0.053 -0.308 0.625
H -0.836 0.166 -1.152
H 0.338 -0.041 1.176
O 1.948 1.109 0.521
H -0.977 -1.247 0.497
H -0.818 0.075 -1.009

Q: Look up the energy above the lowest of the compared OMol25 structures with the same formula, charge and spin of the third one.
A: 0.0 kcal/mol

Q: What is the formula in the third record?
A: C10H24DyIO2P2

Please write out number 1 again, unchanged.
Entry from the Open Molecules 2025 dataset: a cluster of 2 separate species, C4H8N2O in total (ωB97M-V/def2-TZVPD).

* LUMO: 0.46 eV
* charge: 0
* structure (SMILES): Cc1c[nH]cn1.O
* energy above the lowest of the compared OMol25 structures with the same formula, charge and spin: 39.2 kcal/mol
* multiplicity: 1
* Kohn-Sham gap: 9.3 eV
* largest force on an atom: 0.0630 Eh/bohr

CARTESIAN COORDINATES (ANGSTROEM)
C (-2.66972, -1.01906, -0.85189)
C (-1.40651, -0.19827, -0.89372)
C (-0.97173, 1.09658, -0.90734)
N (0.38061, 1.03689, -0.71264)
C (0.76719, -0.25428, -0.50331)
N (-0.31521, -1.00997, -0.52329)
H (-3.50095, -0.30950, -0.74421)
H (-2.69348, -1.74354, -1.65593)
H (-2.72217, -1.53009, 0.12230)
H (-1.28020, 1.97660, -1.45158)
H (1.04056, 1.79714, -0.70109)
H (1.76260, -0.64990, -0.47335)
O (4.02050, -0.09033, 3.25639)
H (3.94799, 0.80004, 3.65946)
H (3.64051, 0.09770, 2.38019)

Atomic forces in eV per Å
C -0.434 1.816 1.005
C 1.327 -2.163 2.014
C -0.011 0.204 -1.505
N 2.031 -0.291 0.280
C -2.506 -0.049 -0.241
N 0.638 0.333 -0.834
H -0.321 -0.460 -0.920
H -0.405 0.114 -0.151
H 0.450 -0.129 -0.462
H -0.753 0.104 0.586
H -0.352 0.203 -0.186
H 0.338 0.323 0.401
O -0.412 1.278 -0.320
H 0.205 -0.817 0.023
H 0.203 -0.465 0.309